Here is C23H48CoNOP3Se as an isolated structure from the OMol25 dataset. Energies are from the ωB97M-V functional and the def2-TZVPD basis.

Computed properties:
expectation value of S²: 6.063
net charge: +3
E_LUMO (alpha / beta): -10.214 / -12.207 eV
spin multiplicity: 5

Cartesian coordinates (Å):
Co (0.21, 0.68, 0.14)
P (0.42, 2.45, 1.60)
P (-2.12, 0.82, -0.14)
P (2.44, 0.19, -0.15)
H (-1.33, -2.96, -8.65)
C (-0.46, -3.62, -8.47)
C (-0.62, -4.90, -8.07)
H (-1.63, -5.33, -7.90)
C (0.54, 4.05, 0.74)
C (-0.95, 2.66, 2.79)
C (1.87, 2.43, 2.72)
C (-2.82, -0.30, -1.41)
C (-3.36, 0.61, 1.21)
C (-2.63, 2.48, -0.78)
C (2.79, -1.10, -1.40)
C (3.48, -0.35, 1.25)
C (3.42, 1.62, -0.78)
H (0.55, -3.21, -8.68)
H (0.25, -5.57, -7.92)
H (0.56, 4.87, 1.48)
H (-0.30, 4.21, 0.06)
H (1.45, 4.11, 0.13)
H (-0.71, 3.47, 3.50)
H (-1.13, 1.75, 3.37)
H (-1.90, 2.92, 2.31)
H (1.86, 3.33, 3.36)
H (2.82, 2.42, 2.18)
H (1.86, 1.56, 3.38)
H (-3.92, -0.33, -1.32)
H (-2.41, -1.31, -1.22)
H (-2.54, -0.01, -2.43)
H (-4.24, 1.26, 1.06)
H (-2.93, 0.86, 2.20)
H (-3.72, -0.42, 1.26)
H (-3.73, 2.48, -0.82)
H (-2.22, 2.66, -1.78)
H (-2.29, 3.28, -0.11)
H (3.86, -1.36, -1.39)
H (2.50, -0.80, -2.41)
H (2.20, -1.99, -1.13)
H (4.53, -0.40, 0.93)
H (3.18, -1.36, 1.58)
H (3.44, 0.32, 2.12)
H (4.48, 1.37, -0.70)
H (3.21, 2.52, -0.18)
H (3.16, 1.82, -1.83)
C (0.30, 0.55, -3.50)
C (-0.13, -0.77, -3.50)
C (-0.20, -1.47, -4.72)
C (0.17, -0.83, -5.90)
C (0.60, 0.52, -5.90)
C (0.64, 1.23, -4.70)
Se (0.40, 1.59, -1.91)
H (-0.01, -0.32, -1.04)
H (-0.40, -1.28, -2.58)
H (-0.55, -2.49, -4.69)
H (0.14, -1.39, -6.83)
H (0.89, 1.00, -6.83)
H (0.93, 2.28, -4.63)
O (0.17, -0.42, 1.86)
C (-0.12, -1.10, 2.88)
C (0.92, -1.53, 3.86)
C (0.77, -0.79, 5.20)
C (-0.31, -1.36, 6.11)
C (-1.73, -1.28, 5.55)
C (-1.93, -2.10, 4.29)
N (-1.40, -1.47, 3.10)
H (0.77, -2.61, 4.06)
H (1.92, -1.42, 3.41)
H (1.74, -0.78, 5.74)
H (0.58, 0.28, 5.01)
H (-0.08, -2.41, 6.34)
H (-0.29, -0.83, 7.07)
H (-2.47, -1.60, 6.31)
H (-1.99, -0.22, 5.37)
H (-1.53, -3.11, 4.48)
H (-2.99, -2.24, 4.12)
H (-1.95, -1.50, 2.24)


Here is C23H48CsLi2O25P as an isolated structure from the OMol25 dataset. Energies are from the ωB97M-V functional and the def2-TZVPD basis.

Computed properties:
net charge: -4
E_LUMO: 5.916 eV

Cartesian coordinates (Å):
Li (1.32, -2.03, 2.50)
Li (-1.64, -0.55, 4.12)
Cs (-4.12, 2.61, 2.25)
C (2.31, -5.66, 0.69)
C (1.52, -6.76, 0.30)
C (0.02, -6.68, 0.54)
O (-0.74, -7.58, 0.07)
C (-0.57, -5.55, 1.12)
C (0.21, -4.51, 1.64)
C (1.73, -4.52, 1.32)
O (2.39, -3.52, 1.68)
O (-0.17, -3.53, 2.33)
O (2.07, -7.77, -0.22)
H (3.38, -5.64, 0.54)
H (-1.63, -5.56, 1.31)
C (1.87, 1.67, 0.77)
C (1.08, 2.81, 0.89)
C (-0.22, 2.76, 1.67)
O (-0.97, 3.75, 1.87)
C (-0.60, 1.58, 2.26)
C (0.18, 0.38, 2.22)
C (1.56, 0.46, 1.42)
O (2.36, -0.51, 1.49)
O (-0.23, -0.68, 2.72)
O (1.42, 3.88, 0.30)
H (2.79, 1.69, 0.20)
H (-1.51, 1.56, 2.85)
P (-3.94, 0.16, 4.89)
O (-3.47, -0.58, 3.58)
O (-5.08, 1.22, 4.63)
O (-2.59, 0.73, 5.47)
O (-4.52, -0.91, 5.84)
C (1.33, 2.53, -2.86)
O (1.59, 1.98, -4.16)
C (1.15, 2.82, -5.20)
C (-0.35, 3.12, -5.27)
O (-1.18, 1.97, -5.11)
C (-1.03, 1.01, -6.13)
H (1.58, 3.58, -2.70)
H (1.85, 1.89, -2.15)
H (0.26, 2.42, -2.66)
H (1.44, 2.30, -6.12)
H (1.73, 3.75, -5.21)
H (-0.58, 3.55, -6.25)
H (-0.64, 3.76, -4.43)
H (-0.01, 0.63, -6.20)
H (-1.29, 1.38, -7.13)
H (-1.68, 0.19, -5.84)
C (-5.47, -4.55, -2.05)
O (-4.57, -3.53, -1.75)
C (-3.41, -3.55, -2.53)
C (-2.56, -2.32, -2.23)
O (-2.08, -2.40, -0.92)
C (-0.76, -1.91, -0.74)
H (-6.37, -4.39, -1.46)
H (-5.04, -5.52, -1.77)
H (-5.75, -4.58, -3.12)
H (-3.72, -3.50, -3.59)
H (-2.76, -4.41, -2.36)
H (-3.14, -1.41, -2.34)
H (-1.72, -2.33, -2.94)
H (-0.58, -1.87, 0.33)
H (-0.69, -0.95, -1.26)
H (-0.01, -2.57, -1.20)
O (-1.62, -2.74, 4.66)
H (-1.22, -3.20, 5.40)
H (-1.09, -3.01, 3.88)
O (0.84, 6.14, 2.31)
H (0.98, 5.31, 1.83)
H (1.71, 6.42, 2.60)
O (-1.60, 3.11, 4.95)
H (-1.06, 2.95, 4.17)
H (-1.97, 2.21, 5.20)
O (2.44, -1.37, -1.34)
H (3.00, -2.14, -1.16)
H (2.39, -0.91, -0.49)
O (-0.28, -0.21, 5.64)
H (0.21, -0.32, 6.45)
H (-1.15, 0.22, 5.90)
O (-0.75, 5.61, -0.72)
H (-0.37, 4.72, -0.60)
H (-0.62, 5.82, -1.65)
C (5.71, -0.13, 1.58)
O (4.96, -1.32, 1.48)
H (5.43, 0.58, 0.79)
H (5.44, 0.43, 2.48)
H (6.77, -0.36, 1.58)
H (4.03, -1.02, 1.31)
C (5.33, 3.71, -0.19)
O (4.34, 4.51, -0.79)
H (5.44, 2.71, -0.62)
H (6.31, 4.18, -0.22)
H (5.04, 3.58, 0.86)
H (3.44, 4.20, -0.61)
C (-2.00, 1.83, -1.41)
O (-1.76, 1.02, -2.55)
H (-1.63, 2.86, -1.47)
H (-3.07, 1.91, -1.20)
H (-1.49, 1.34, -0.58)
H (-1.87, 1.55, -3.35)


Here is C23H48N13W as an isolated structure from the OMol25 dataset. Energies are from the ωB97M-V functional and the def2-TZVPD basis.

Computed properties:
expectation value of S²: 2.012
net charge: +3
E_LUMO (alpha / beta): -8.914 / -9.061 eV
spin multiplicity: 3
energy above the lowest of the compared OMol25 structures with the same formula, charge and spin: 10.2 kJ/mol

Cartesian coordinates (Å):
W (-0.22, 0.30, -0.33)
C (-5.45, -0.85, -1.05)
N (-4.41, 0.02, -0.47)
C (-4.92, 1.02, 0.47)
C (-3.14, -0.16, -0.78)
N (-2.19, 0.83, -0.74)
C (-2.59, 2.24, -0.87)
C (-1.35, 3.01, -1.24)
N (-0.22, 2.57, -0.38)
C (1.06, 3.08, -0.97)
C (2.14, 2.06, -0.69)
N (1.59, 0.75, -1.10)
C (2.40, 0.01, -1.95)
N (1.87, -0.55, -3.04)
C (2.42, -1.76, -3.65)
C (0.78, 0.08, -3.80)
N (3.67, -0.16, -1.63)
C (4.16, -0.13, -0.25)
C (4.73, -0.35, -2.64)
C (-0.34, 3.02, 1.05)
C (-0.84, 1.91, 1.97)
N (-0.16, 0.62, 1.66)
C (0.37, -0.11, 2.70)
N (1.09, 0.48, 3.65)
C (1.91, 1.67, 3.42)
C (1.10, 0.01, 5.05)
N (0.14, -1.42, 2.76)
C (1.08, -2.36, 3.38)
C (-1.15, -2.01, 2.40)
N (-2.65, -1.39, -1.09)
C (-3.19, -2.60, -0.46)
C (-2.19, -1.62, -2.47)
H (-6.27, -0.20, -1.36)
H (-5.07, -1.36, -1.93)
H (-5.82, -1.57, -0.32)
H (-5.79, 0.58, 0.97)
H (-4.17, 1.24, 1.23)
H (-5.24, 1.93, -0.03)
H (-3.34, 2.36, -1.65)
H (-3.01, 2.63, 0.06)
H (-1.08, 2.78, -2.27)
H (-1.49, 4.09, -1.16)
H (0.92, 3.16, -2.05)
H (1.29, 4.07, -0.59)
H (3.04, 2.31, -1.24)
H (2.40, 2.05, 0.37)
H (3.07, -2.27, -2.95)
H (1.59, -2.42, -3.90)
H (2.97, -1.54, -4.57)
H (0.18, 0.73, -3.16)
H (1.18, 0.67, -4.63)
H (0.14, -0.70, -4.21)
H (3.33, -0.19, 0.45)
H (4.81, -0.98, -0.09)
H (4.73, 0.79, -0.07)
H (4.37, -0.10, -3.63)
H (5.55, 0.33, -2.39)
H (5.11, -1.37, -2.63)
H (0.65, 3.35, 1.37)
H (-1.00, 3.89, 1.11)
H (-0.72, 2.19, 3.01)
H (-1.91, 1.75, 1.82)
H (2.06, 1.82, 2.36)
H (1.46, 2.56, 3.87)
H (2.88, 1.51, 3.89)
H (0.27, -0.66, 5.22)
H (2.04, -0.48, 5.30)
H (0.98, 0.89, 5.69)
H (2.07, -1.91, 3.45)
H (0.75, -2.68, 4.37)
H (1.16, -3.24, 2.75)
H (-1.83, -1.24, 2.05)
H (-1.02, -2.76, 1.62)
H (-1.58, -2.48, 3.28)
H (-3.63, -2.36, 0.51)
H (-3.93, -3.10, -1.08)
H (-2.36, -3.29, -0.31)
H (-1.87, -0.68, -2.92)
H (-1.36, -2.32, -2.46)
H (-3.00, -2.04, -3.08)
N (0.29, -1.68, -0.34)
C (1.27, -2.37, -0.30)
N (2.26, -3.11, -0.36)
C (3.17, -3.31, 0.59)
N (3.96, -3.45, 1.41)


Here is C23H49AsCrI2N3SSeSi4 as an isolated structure from the OMol25 dataset. Energies are from the ωB97M-V functional and the def2-TZVPD basis.

Computed properties:
expectation value of S²: 6.031
net charge: +1
E_LUMO (alpha / beta): -2.437 / -2.582 eV
spin multiplicity: 5

Cartesian coordinates (Å):
Cr (1.39, 1.14, -0.80)
I (-0.94, 2.30, -1.50)
C (-0.26, 4.11, -2.43)
I (0.57, 5.48, -1.06)
H (-1.16, 4.55, -2.85)
H (0.47, 3.88, -3.19)
C (0.85, -4.14, 1.04)
Si (2.59, -3.73, 1.52)
C (2.81, -3.87, 3.35)
C (3.76, -4.88, 0.65)
C (3.15, -1.97, 1.05)
C (4.47, -1.65, 1.33)
C (5.04, -0.41, 1.02)
C (4.24, 0.50, 0.38)
N (2.96, 0.23, 0.09)
C (2.40, -0.95, 0.43)
S (0.69, -0.96, 0.02)
H (0.68, -5.19, 1.31)
H (0.68, -4.03, -0.03)
H (0.12, -3.53, 1.57)
H (2.49, -4.86, 3.69)
H (2.22, -3.12, 3.89)
H (3.86, -3.75, 3.65)
H (3.62, -5.90, 1.03)
H (4.80, -4.61, 0.81)
H (3.57, -4.90, -0.42)
H (5.10, -2.39, 1.83)
H (6.06, -0.18, 1.25)
H (4.60, 1.48, 0.10)
C (5.23, 0.47, -3.34)
N (5.47, 1.68, -2.55)
C (6.69, 2.09, -2.07)
C (6.49, 3.23, -1.38)
N (5.13, 3.50, -1.44)
C (4.46, 4.64, -0.83)
C (4.52, 2.54, -2.16)
Se (2.70, 2.46, -2.59)
H (6.19, 0.06, -3.63)
H (4.66, 0.73, -4.23)
H (4.67, -0.26, -2.76)
H (7.60, 1.54, -2.27)
H (7.17, 3.87, -0.85)
H (5.21, 5.40, -0.62)
H (3.96, 4.34, 0.08)
H (3.72, 5.04, -1.52)
C (-4.98, -2.20, 1.69)
Si (-3.23, -1.78, 1.26)
C (-2.29, -1.54, 2.84)
C (-2.51, -3.11, 0.19)
As (-2.88, 0.21, 0.06)
Si (-3.66, 1.91, 1.50)
C (-5.08, 1.37, 2.56)
C (-2.17, 2.27, 2.56)
C (-4.13, 3.45, 0.58)
Si (-4.27, -0.01, -1.84)
C (-3.17, -0.87, -3.07)
C (-4.79, 1.64, -2.53)
C (-5.80, -1.02, -1.55)
H (-4.96, -3.13, 2.26)
H (-5.60, -2.36, 0.81)
H (-5.45, -1.43, 2.30)
H (-2.19, -2.50, 3.37)
H (-2.83, -0.86, 3.50)
H (-1.29, -1.13, 2.66)
H (-2.36, -4.03, 0.76)
H (-1.55, -2.81, -0.23)
H (-3.20, -3.34, -0.64)
H (-4.78, 0.60, 3.27)
H (-5.90, 0.98, 1.95)
H (-5.46, 2.22, 3.13)
H (-1.95, 1.43, 3.23)
H (-2.34, 3.16, 3.18)
H (-1.29, 2.45, 1.94)
H (-4.92, 3.27, -0.15)
H (-3.28, 3.89, 0.06)
H (-4.50, 4.18, 1.31)
H (-2.29, -0.27, -3.29)
H (-3.70, -1.05, -4.01)
H (-2.83, -1.83, -2.67)
H (-3.94, 2.29, -2.74)
H (-5.46, 2.17, -1.85)
H (-5.33, 1.47, -3.46)
H (-5.55, -2.06, -1.35)
H (-6.43, -0.99, -2.44)
H (-6.38, -0.64, -0.71)


Here is a 3-piece molecular cluster, C23H49BNO13 overall from the OMol25 dataset. Energies are from the ωB97M-V functional and the def2-TZVPD basis.

Computed properties:
net charge: -1
E_LUMO: 2.218 eV

Cartesian coordinates (Å):
C (9.29, -1.88, -4.87)
C (8.58, -1.67, -3.54)
O (7.21, -1.39, -3.72)
C (6.88, -0.01, -3.60)
C (5.43, 0.21, -4.02)
O (4.58, 0.06, -2.92)
C (3.74, 1.10, -2.42)
C (4.02, 2.47, -3.02)
C (3.50, 2.72, -4.45)
C (3.90, 1.14, -0.84)
O (4.00, 0.03, -0.28)
O (3.81, 2.27, -0.32)
N (2.33, 0.70, -2.69)
C (2.10, -0.73, -2.46)
C (0.66, -1.11, -2.70)
C (0.34, -2.24, -3.58)
O (0.10, -0.85, -3.98)
B (1.32, 1.56, -2.03)
O (0.73, 2.61, -2.70)
O (0.89, 1.31, -0.76)
H (8.65, -2.44, -5.55)
H (9.54, -0.93, -5.35)
H (10.22, -2.43, -4.72)
H (8.65, -2.58, -2.93)
H (9.05, -0.86, -2.98)
H (6.98, 0.29, -2.55)
H (7.57, 0.58, -4.22)
H (5.36, 1.17, -4.52)
H (5.19, -0.57, -4.76)
H (3.63, 3.23, -2.35)
H (5.11, 2.61, -3.00)
H (4.19, 3.39, -4.98)
H (2.54, 3.22, -4.43)
H (3.42, 1.81, -5.04)
H (2.35, -1.02, -1.43)
H (2.72, -1.30, -3.15)
H (-0.02, -0.97, -1.87)
H (-0.59, -2.78, -3.44)
H (1.12, -2.66, -4.20)
H (0.64, 2.37, -3.62)
H (1.42, 0.62, -0.35)
C (1.90, -1.48, 3.51)
O (0.51, -1.24, 3.42)
C (0.15, -0.34, 2.38)
C (-1.08, -0.80, 1.63)
O (-0.91, -1.94, 0.81)
C (-0.73, -3.21, 1.42)
C (-1.95, -3.77, 2.12)
O (-2.23, -3.07, 3.32)
C (-3.58, -2.77, 3.55)
H (2.42, -0.66, 4.01)
H (2.03, -2.40, 4.09)
H (2.35, -1.62, 2.52)
H (0.98, -0.22, 1.68)
H (-0.07, 0.64, 2.82)
H (-1.33, 0.00, 0.93)
H (-1.93, -0.92, 2.30)
H (0.13, -3.21, 2.10)
H (-0.50, -3.88, 0.59)
H (-1.75, -4.82, 2.35)
H (-2.81, -3.72, 1.43)
H (-4.09, -2.43, 2.64)
H (-3.61, -1.97, 4.28)
H (-4.12, -3.64, 3.96)
C (-7.65, 1.26, 5.98)
O (-7.65, 1.06, 4.59)
C (-8.48, 1.95, 3.86)
C (-7.81, 2.46, 2.60)
O (-6.74, 3.36, 2.81)
C (-5.51, 2.87, 3.31)
C (-4.70, 2.06, 2.32)
O (-5.29, 0.79, 2.08)
C (-5.27, 0.37, 0.73)
H (-8.54, 0.83, 6.45)
H (-6.77, 0.75, 6.38)
H (-7.59, 2.32, 6.24)
H (-8.76, 2.81, 4.49)
H (-9.39, 1.43, 3.56)
H (-8.56, 3.04, 2.07)
H (-7.51, 1.63, 1.96)
H (-5.64, 2.32, 4.24)
H (-4.92, 3.77, 3.53)
H (-3.70, 1.92, 2.74)
H (-4.60, 2.62, 1.38)
H (-5.55, 1.18, 0.05)
H (-6.00, -0.43, 0.64)
H (-4.29, -0.01, 0.44)


Number 1: largest force on an atom 3.56 eV/Å. Number 2: largest force on an atom 3.96 eV/Å. Number 3: largest force on an atom 0.76 eV/Å. Number 4: largest force on an atom 0.51 eV/Å. Number 5: largest force on an atom 1.30 eV/Å.